[1]
C6H19NO3 | ωB97M-V/def2-TZVPD

The maximum force comes out at 6.92 eV Å⁻¹. The HOMO-LUMO gap (alpha / beta) comes out at 0.416 / 0.219 hartree. Its expectation value of S² is 0.7547. The multiplicity is 2. The value obtained for the highest occupied orbital energy (alpha / beta) is -0.5197 / -0.5196 hartree. The calculation puts the total energy at -14151.3180 eV. The net charge is +1.

Geometry (Å):
H 2.11 -2.99 -0.71
C -2.01 -0.48 -0.08
H -3.04 0.78 -1.68
H 1.01 1.19 2.81
N -1.09 0.66 0.22
C -0.36 0.41 1.56
H -2.98 -0.24 0.53
H 2.12 0.32 0.38
O 2.05 0.45 -2.00
O 2.07 -2.12 -1.10
H -0.39 -2.13 -0.21
H -0.47 0.88 -0.52
H 2.96 0.24 -2.01
H -0.02 2.48 2.02
H -2.00 -0.48 -2.36
H -1.48 -2.13 1.31
H 2.37 2.77 1.27
H 0.99 2.58 0.07
H -3.40 -0.99 -1.58
O 2.50 1.12 0.38
C -2.59 -0.25 -1.50
H 2.03 -1.95 -1.97
C -1.43 -1.89 0.18
H 1.79 0.69 -1.09
H -1.35 0.45 2.21
C 0.62 1.59 1.85
H 0.33 -0.46 1.68
H -1.94 -2.62 -0.50
C 1.61 2.13 0.85

---

[2]
C32H56Br4O5 | ωB97M-V/def2-TZVPD

The maximum force comes out at 2.26 eV Å⁻¹. The HOMO-LUMO gap comes out at 0.348 hartree. The value obtained for the highest occupied orbital energy is -0.3354 hartree. The calculation puts the total energy at -324498.1116 eV.

Geometry (Å):
C 1.40 11.39 -24.52
H 4.27 10.69 -20.57
H 5.03 20.95 -21.39
H 3.81 18.98 -21.10
C 8.81 15.33 -22.60
C 8.32 11.07 -25.01
C 4.10 16.49 -18.24
H 3.16 16.51 -24.63
H 3.87 14.92 -24.29
H 5.93 19.43 -21.14
H 9.23 10.52 -25.22
H 6.16 17.61 -26.96
H 7.76 17.86 -21.16
H 2.22 11.45 -19.67
H 1.74 18.19 -24.17
H 8.32 19.01 -26.84
C 3.87 15.97 -24.02
C 2.60 19.43 -25.70
H 9.41 14.36 -20.80
H 5.02 10.47 -25.35
H 3.40 16.00 -17.56
C 5.89 18.60 -28.76
H 3.62 19.34 -25.32
C 5.91 11.02 -25.08
H 6.30 19.15 -23.54
C 1.56 19.18 -24.60
C 2.70 11.03 -26.95
C 7.03 12.68 -23.82
H 8.49 16.13 -24.59
H 7.77 17.39 -18.17
H 0.55 19.20 -25.00
H 7.24 9.67 -26.18
H 3.06 18.43 -17.98
H 5.64 17.80 -29.47
H 7.39 19.85 -18.52
H 4.97 18.51 -19.46
H 1.13 9.21 -24.62
H 2.41 17.35 -19.16
C 8.28 12.15 -24.14
C 6.82 18.11 -27.67
C 2.51 12.31 -26.42
H 3.98 11.51 -22.16
H 5.01 16.71 -17.69
C 3.83 11.54 -21.08
H 1.77 13.45 -24.70
C 9.18 15.71 -23.88
H 7.01 13.52 -23.14
C 5.84 12.17 -24.34
Br 1.62 9.79 -21.44
H 1.82 12.38 -21.13
H 2.97 13.13 -26.97
H 11.82 14.48 -21.34
H 7.54 17.41 -28.09
H 4.38 15.60 -21.94
H 3.55 17.14 -22.21
C 7.82 18.03 -19.06
H 2.47 18.74 -26.53
O 7.41 19.25 -27.02
C 5.98 20.13 -23.18
H 6.20 19.41 -29.43
H 4.93 12.71 -24.15
H 4.94 18.98 -28.37
C 7.13 10.50 -25.49
C 11.48 15.20 -23.34
H 8.22 16.42 -20.33
C 7.49 17.24 -20.30
C 5.30 19.99 -21.84
O 1.79 20.07 -23.51
C 3.36 17.71 -18.75
C 10.53 15.63 -24.24
H 3.16 10.90 -27.92
H 2.22 8.94 -26.68
Br 4.53 13.22 -20.36
H 7.76 15.35 -22.34
H 8.83 18.42 -19.09
C 11.10 14.76 -22.09
H 9.18 12.55 -23.70
O 4.06 19.28 -21.99
C 1.50 10.12 -25.06
C 9.75 14.76 -21.75
H 0.95 11.50 -23.54
H 5.26 20.49 -23.92
Br 5.67 16.69 -24.46
H 6.87 20.75 -23.23
Br 1.97 15.07 -22.25
C 1.96 12.49 -25.16
H 2.57 19.77 -23.01
C 3.63 16.11 -22.54
C 2.16 9.94 -26.28
O 4.06 18.42 -19.78
H 4.31 15.82 -19.07
H 12.54 15.33 -23.55
H 10.72 15.91 -25.27
H 6.50 16.80 -20.45
H 2.58 20.47 -26.03
O 6.87 19.10 -18.82
C 2.33 11.51 -20.74

---

[3]
C20H50F3N4O6Ti | ωB97M-V/def2-TZVPD

The maximum force comes out at 3.60 eV Å⁻¹. The HOMO-LUMO gap (alpha / beta) comes out at 0.142 / 0.293 hartree. Its expectation value of S² is 3.7522. The multiplicity is 4. The value obtained for the highest occupied orbital energy (alpha / beta) is -0.1289 / -0.2831 hartree. The calculation puts the total energy at -71058.1971 eV.

Geometry (Å):
F -3.15 2.99 2.72
N -0.85 2.53 -0.30
H 1.90 -3.20 1.93
O -2.64 0.15 3.67
C 1.97 -2.12 1.99
H 0.82 -2.90 6.31
H 1.01 3.15 1.72
H -1.68 2.92 -0.73
C 3.41 -1.68 2.16
C 3.14 -1.01 -3.80
H -0.55 -3.34 -3.96
H -1.10 2.25 0.64
C 3.39 1.99 0.38
H -1.16 5.13 -0.86
H -2.14 -0.21 5.68
H 1.86 -2.04 0.07
C 0.20 -2.88 -4.61
H 0.75 3.75 -1.23
H 0.92 -3.62 -4.96
N -0.51 -1.06 -1.59
H -0.08 -1.54 -2.37
H 2.07 4.06 0.77
H 0.29 5.71 -0.02
H 3.38 -2.05 -3.61
H 3.77 -2.30 2.98
H -0.39 -3.09 5.07
H 3.54 -0.66 2.50
O -1.19 0.66 2.02
H -3.82 -0.23 -4.61
C -0.45 4.92 -0.05
C 1.39 3.22 0.69
H -2.24 1.10 -3.55
C -4.11 -0.90 5.18
O 0.92 -1.92 -3.90
H 0.45 -2.08 0.80
H -5.49 -0.81 -4.13
H -2.10 0.16 -1.30
H 2.00 -1.35 -5.58
N 4.18 -0.23 -4.43
H -4.82 -0.83 4.35
H 2.04 -0.64 -2.01
H 1.15 -0.63 3.40
H -4.33 -1.98 -4.65
O -4.07 -1.04 -2.78
C -2.99 0.10 5.07
H 0.00 -1.87 2.94
H -0.77 0.91 3.91
H -0.61 1.12 -2.77
Ti 0.34 0.46 0.11
C -1.64 1.11 3.29
H -3.75 -1.92 5.25
H 3.72 0.98 0.13
N 1.33 -1.59 0.81
C 0.45 -2.46 5.38
F -1.10 3.35 2.74
F -2.01 3.19 4.60
C -1.73 -0.42 -2.14
H 4.11 -1.93 1.36
H -1.03 4.97 0.87
C -2.79 -1.51 -2.55
O 1.44 -2.40 4.35
H 3.72 -0.24 -1.80
H -0.98 -0.08 -4.08
C -1.37 0.51 -3.25
H -2.40 -2.12 -3.36
H -3.36 1.06 5.42
H 4.39 -0.45 -5.40
H -0.25 -2.36 -5.45
H -3.05 -2.25 -1.79
H -4.55 -0.73 6.16
H 1.34 -0.04 -4.64
C 0.19 3.57 -0.32
H 0.06 -1.48 5.64
C -4.42 -1.02 -4.15
H 5.03 -0.51 -3.96
H 3.87 2.85 -0.06
H 3.53 2.09 1.46
H 2.65 0.82 -2.51
C -2.03 2.67 3.38
O 2.01 2.06 0.22
C 1.04 -1.69 3.21
C 2.91 -0.24 -2.53
C 1.80 -1.03 -4.56
H -0.80 -1.83 -0.99

---

[4]
C27H25N4O7P4V | ωB97M-V/def2-TZVPD

The maximum force comes out at 1.15 eV Å⁻¹. The HOMO-LUMO gap (alpha / beta) comes out at 0.273 / 0.299 hartree. Its expectation value of S² is 0.7847. The multiplicity is 2. The value obtained for the highest occupied orbital energy (alpha / beta) is -0.4449 / -0.4429 hartree. The calculation puts the total energy at -111542.4149 eV. The net charge is +1.

Geometry (Å):
H -2.15 2.26 -2.05
N -0.78 2.81 0.44
P 2.49 -0.63 -0.20
H 3.56 5.28 -3.36
C 3.04 4.66 -2.63
H 3.92 -1.88 -1.27
H -6.66 1.93 -0.04
H -6.40 2.55 -2.42
C 1.72 3.05 -0.76
O 3.82 -0.98 -0.94
H 2.71 1.43 -1.78
C 1.05 1.61 3.19
C -3.09 0.87 5.01
C -1.22 4.19 0.67
H -2.32 2.83 5.40
O 2.12 -1.95 0.67
C -4.25 2.45 -2.38
O -0.09 -1.04 1.52
H -3.40 0.70 6.03
N -3.00 -2.46 -1.78
C -2.91 0.10 2.74
H -3.07 -0.68 2.00
C 1.34 2.49 2.15
O -0.10 -2.87 -0.21
P 0.58 -2.40 1.00
C -3.14 2.19 -1.61
C 2.36 4.00 3.72
C -2.09 2.28 3.35
N -3.03 -4.93 -1.99
C -3.31 -0.12 4.05
P -1.78 1.52 0.68
O 1.30 -0.41 -1.21
H 3.85 2.82 -3.39
N -1.68 -0.56 -1.10
H 2.31 4.34 1.61
H 1.18 1.25 5.30
C 2.55 2.49 -1.72
H -1.13 4.78 -0.24
H 2.09 6.31 -1.65
C -5.67 2.00 -0.48
H 0.55 0.67 3.00
H -4.14 2.72 -3.42
V -0.22 -0.14 -0.09
H -1.60 3.22 3.09
H 1.21 -3.11 2.96
C 1.41 1.94 4.49
H 2.33 3.40 5.77
H 2.89 4.93 3.91
O 2.62 0.56 0.66
C 2.22 5.24 -1.68
C -2.25 -1.58 -1.45
P 0.81 2.06 0.47
H -4.68 1.49 1.34
H -3.78 -1.05 4.33
H -2.27 4.20 0.96
C -2.49 2.07 4.66
C 1.56 4.44 -0.76
H -0.64 4.66 1.47
C -2.30 1.30 2.38
C 2.02 3.67 2.41
C 3.21 3.29 -2.65
C -4.55 1.75 0.30
C -2.98 -3.79 -1.90
H 0.94 4.93 -0.03
C -3.28 1.84 -0.26
C 2.06 3.14 4.76
C -5.52 2.35 -1.81
O 0.75 -3.41 2.17

---

[5]
C5H5IN4 | ωB97M-V/def2-TZVPD

The maximum force comes out at 8.01 eV Å⁻¹. The HOMO-LUMO gap (alpha / beta) comes out at 0.217 / 0.284 hartree. Its expectation value of S² is 2.0260. The multiplicity is 3. The value obtained for the highest occupied orbital energy (alpha / beta) is -0.1984 / -0.3290 hartree. The calculation puts the total energy at -19321.7368 eV.

Geometry (Å):
N 1.54 -2.45 -0.03
H -0.27 -1.72 0.45
N 3.08 2.43 -0.11
H -0.29 2.47 0.47
C 2.81 -0.79 -0.03
H -0.94 0.73 0.53
C 1.48 -0.26 -0.01
H 1.34 -3.43 -0.07
H -0.78 1.66 -1.04
N 2.81 -2.10 -0.04
C 1.08 1.08 0.04
N 2.10 1.90 -0.01
I 4.73 0.02 0.02
C 0.67 -1.39 0.14
C -0.33 1.53 0.00

---

[6]
C31H62Br4O13 | ωB97M-V/def2-TZVPD

The maximum force comes out at 4.45 eV Å⁻¹. The HOMO-LUMO gap comes out at 0.359 hartree. The value obtained for the highest occupied orbital energy is -0.3639 hartree. The calculation puts the total energy at -339938.8256 eV.

Geometry (Å):
H 3.07 1.31 7.93
C 4.18 1.52 0.92
H 6.95 -3.64 4.54
C -1.61 -2.09 -2.24
H -10.31 -4.66 -8.24
O 4.39 0.34 0.15
H -6.84 -1.98 -5.39
O 6.65 0.51 0.05
C -0.88 5.18 7.43
O -1.44 -1.50 0.10
C 5.60 -0.10 -0.21
O 0.19 0.54 8.76
H 2.29 1.32 9.52
H 5.44 -2.68 6.33
C -6.46 -2.23 -6.38
C -0.05 -0.54 6.16
H -1.83 -3.07 -1.82
H -4.24 6.57 -5.12
Br -2.09 5.85 -3.85
O 4.49 2.50 -5.03
H 3.22 1.90 0.58
H 3.04 -0.14 -6.28
H 7.11 -2.13 3.81
O -5.79 -4.48 -6.56
C -3.25 7.00 -4.99
H 4.63 -0.39 -5.66
H 3.35 0.55 2.69
Br -4.48 9.62 -5.51
C -6.73 -3.72 -6.66
H 3.40 0.22 -4.57
C -8.17 -5.25 -7.71
C -3.09 5.07 3.17
H -0.61 -2.07 -2.67
H -5.39 -2.05 -6.42
H 4.87 2.31 0.61
H 2.87 -2.87 2.54
H -2.84 7.06 -6.00
H 3.71 -4.18 1.83
C -1.65 4.90 3.76
H -0.95 0.73 -1.68
O 0.55 4.94 5.55
H 5.96 3.72 -5.57
C 3.77 0.28 -5.59
H -6.86 -1.48 -7.07
C -1.65 -1.14 -1.10
C 4.16 1.70 -6.05
Br -2.44 -7.36 -0.27
C -3.42 8.41 -4.33
H -4.01 8.37 -3.41
H 2.42 -4.57 2.93
C -4.68 -7.37 -2.13
O 4.20 2.02 -7.25
C 6.03 -1.98 5.74
H 6.12 -2.26 -0.55
H 5.15 5.60 -3.95
C 2.44 0.74 8.61
O -1.68 4.94 5.22
H -4.16 -6.70 -2.81
H 5.58 4.02 -3.19
C 4.18 1.21 2.43
H -2.45 8.88 -4.19
H -1.20 -2.28 5.94
H -4.24 -8.32 -2.44
H -1.19 3.99 3.36
H -3.45 6.06 3.44
H -8.38 -6.09 -7.05
H -0.63 -2.04 7.64
H 4.57 -1.84 -1.16
H -2.30 -1.81 -3.04
C 4.26 -3.82 3.92
C -0.57 5.08 5.94
C -4.38 -7.12 -0.65
H -3.83 4.39 3.59
H -9.69 -5.96 -9.12
H -0.95 5.68 3.47
H -0.01 -0.44 5.08
H -9.08 -4.50 -9.56
O 4.17 -4.49 4.93
C 1.13 0.34 8.03
H 0.00 4.93 8.01
H -1.29 6.16 7.68
C 4.92 3.78 -5.25
C 6.37 -2.73 4.35
Br -6.63 -7.31 -2.18
H 5.11 0.68 2.62
H 4.10 2.01 3.16
H 3.92 4.36 -3.42
H -4.91 -7.73 0.09
H 6.07 -1.34 -1.97
H 4.21 4.18 -5.98
C -0.37 -2.00 6.59
H -4.72 -6.11 -0.41
H -2.55 0.40 -2.26
H -0.89 0.10 6.43
H 6.89 -1.69 6.35
C -1.91 0.31 -1.38
H 5.44 -1.07 5.69
H -3.15 4.95 2.08
O -7.96 -3.96 -7.15
H -2.27 0.85 -0.51
H -7.28 -5.54 -8.28
H 0.51 -2.61 6.37
H -1.65 4.43 7.65
O 5.24 -3.02 3.55
C 3.24 -3.87 2.77
O 1.13 -0.10 6.83
C 5.57 -1.44 -1.00
C -9.37 -5.03 -8.65
H 3.09 -0.11 8.81
C 4.90 4.54 -3.86